--- w ---
8 unconnected molecules or ions with the total composition C32H48O24, computed with ωB97M-V with the def2-TZVPD basis set.

Structure (XYZ):
```
104
C32H48O24 | the OMol25 dataset | ωB97M-V with the def2-TZVPD basis set
C -4.5944 -8.3887 -3.0364
C -4.1097 -7.4315 -1.9771
C -2.6863 -7.6732 -1.4442
O -1.9778 -6.4655 -1.7857
C -2.8769 -5.5284 -2.1764
O -2.6588 -4.3688 -2.2658
O -4.0376 -6.1241 -2.5246
H -3.9281 -8.4307 -3.8967
H -5.6050 -8.0928 -3.3100
H -4.6363 -9.3984 -2.6189
H -4.7927 -7.4750 -1.1251
H -2.2025 -8.5115 -1.9507
H -2.5641 -7.8202 -0.3724
C 1.5495 4.0689 -2.0176
C 0.2161 4.6764 -1.6994
C -0.0057 6.0853 -2.2319
O -1.4171 6.1192 -2.4917
C -1.8559 4.8482 -2.6020
O -2.9828 4.5399 -2.8062
O -0.8349 3.9854 -2.3815
H 1.7326 3.9133 -3.0800
H 1.5398 3.0833 -1.5494
H 2.3480 4.6141 -1.5168
H 0.0638 4.6675 -0.6191
H 0.4879 6.1297 -3.2151
H 0.3140 6.9564 -1.6725
C 4.6743 2.1087 -1.7130
C 5.6982 3.2207 -1.6478
C 5.2896 4.5704 -2.2572
O 5.4793 5.5179 -1.1979
C 5.9683 4.8988 -0.1088
O 6.3212 5.4227 0.8893
O 5.9172 3.5476 -0.2804
H 4.4886 1.8171 -2.7469
H 3.7186 2.4140 -1.2847
H 5.0143 1.2697 -1.1081
H 6.5691 2.8632 -2.2056
H 4.2477 4.6407 -2.5754
H 5.8632 4.8857 -3.1288
C -0.1464 1.7374 0.4166
C 0.6101 0.6114 -0.2445
C 1.2170 -0.4015 0.7257
O 0.2559 -1.4521 0.7609
C -0.5576 -1.3461 -0.3282
O -1.3137 -2.2049 -0.6493
O -0.2714 -0.2227 -1.0110
H 0.4074 2.4650 1.0071
H -0.9212 1.3332 1.0858
H -0.7454 2.2998 -0.3067
H 1.3807 1.0740 -0.8590
H 1.2052 -0.0096 1.7455
H 2.2397 -0.6687 0.4766
C -3.5077 4.2711 1.1070
C -2.9724 5.6777 1.1552
C -2.9251 6.3482 2.5326
O -1.5987 6.0403 2.9778
C -0.8597 5.6185 1.9208
O 0.2483 5.2050 1.9832
O -1.5924 5.7708 0.7882
H -3.2363 3.7407 0.1901
H -4.5956 4.3393 1.0123
H -3.2414 3.6233 1.9430
H -3.5402 6.2845 0.4506
H -3.6826 5.9327 3.1943
H -3.0197 7.4320 2.4883
C -3.7404 -3.8699 0.8773
C -5.2059 -4.1700 1.0298
C -6.1251 -2.9638 0.8064
O -7.1980 -3.4943 0.0377
C -6.8784 -4.7359 -0.3879
O -7.6183 -5.4660 -0.9584
O -5.5832 -4.9871 -0.0966
H -3.0959 -4.7152 1.1055
H -3.4684 -3.0279 1.5287
H -3.5098 -3.4427 -0.0986
H -5.4405 -4.6489 1.9818
H -5.6299 -2.1342 0.3020
H -6.5000 -2.6134 1.7689
C 0.3187 -4.7084 1.9210
C 1.3513 -4.9794 0.8460
C 0.8372 -4.6555 -0.5797
O 1.6806 -3.5791 -0.9890
C 2.6779 -3.3948 -0.1211
O 3.6069 -2.6617 -0.2577
O 2.5012 -4.1681 0.9839
H -0.5743 -5.3114 1.7620
H -0.0486 -3.6759 1.8475
H 0.7556 -4.7763 2.9168
H 1.5338 -6.0544 0.9155
H -0.1864 -4.2974 -0.6465
H 1.0036 -5.5346 -1.2010
C 5.4433 1.6610 4.2321
C 5.4046 1.5626 2.7208
C 4.5029 0.4357 2.1896
O 3.6460 1.1286 1.2622
C 3.6719 2.4655 1.5236
O 2.8858 3.1967 1.0205
O 4.7645 2.7419 2.2390
H 6.1826 1.0871 4.7897
H 4.4610 1.3957 4.6305
H 5.6422 2.6998 4.5038
H 6.4077 1.4443 2.3149
H 3.8889 -0.1420 2.8787
H 5.0633 -0.2656 1.5702
```

Summary:
SMILES = C[C@H]1COC(=O)O1.C[C@H]1COC(=O)O1.C[C@H]1COC(=O)O1.C[C@H]1COC(=O)O1.C[C@H]1COC(=O)O1.C[C@H]1COC(=O)O1.C[C@H]1COC(=O)O1.C[C@H]1COC(=O)O1
HOMO-LUMO gap = 0.41199 Ha
LUMO level = 0.4230 eV


--- x ---
8 unconnected molecules or ions with the total composition C32H48O24, computed with ωB97M-V with the def2-TZVPD basis set.

Structure (XYZ):
```
104
C32H48O24 | the OMol25 dataset | ωB97M-V with the def2-TZVPD basis set
C 3.3194 -23.7680 17.5718
C 4.5050 -22.8383 17.5152
C 5.7650 -23.3226 18.2451
O 6.7732 -22.8309 17.3777
C 6.2589 -22.5225 16.2141
O 6.9076 -22.0080 15.3247
O 4.9786 -22.7992 16.1859
H 2.5014 -23.3880 16.9598
H 2.8919 -23.8453 18.5715
H 3.5426 -24.7945 17.2811
H 4.3072 -21.7994 17.7791
H 5.8619 -24.4080 18.2216
H 5.8422 -22.9379 19.2620
C 7.2542 -19.5565 10.4444
C 8.4320 -19.0408 9.5035
C 7.9718 -17.7877 8.7364
O 9.1283 -17.0218 8.6601
C 10.0052 -17.4392 9.7008
O 11.0692 -16.8727 10.0257
O 9.4455 -18.4351 10.3081
H 7.6093 -20.0008 11.3742
H 6.7392 -20.3369 9.8843
H 6.4674 -18.8657 10.7476
H 8.8742 -19.8151 8.8765
H 7.1456 -17.2270 9.1735
H 7.6377 -18.0552 7.7339
C 8.0748 -14.1889 9.6426
C 7.7103 -14.2349 11.1369
C 6.2328 -14.2467 11.4450
O 6.0034 -15.3163 12.3345
C 7.1162 -16.0602 12.3425
O 7.1703 -17.1482 12.9273
O 8.1259 -15.4383 11.7221
H 9.1064 -14.2068 9.2912
H 7.7330 -13.2325 9.2468
H 7.6306 -15.0761 9.1913
H 8.0716 -13.3737 11.6991
H 5.4949 -14.2093 10.6437
H 5.9999 -13.3937 12.0823
C 9.0786 -18.2504 15.7135
C 9.8267 -19.4271 15.0817
C 10.7125 -19.0680 13.8661
O 11.9085 -19.7514 14.2089
C 11.8911 -20.0130 15.5391
O 12.9362 -20.2553 16.1717
O 10.6902 -19.9041 16.0296
H 9.5677 -17.3192 15.4276
H 9.0347 -18.2670 16.8025
H 8.1270 -17.9939 15.2481
H 9.1148 -20.2112 14.8237
H 10.9979 -18.0193 13.7841
H 10.2241 -19.4075 12.9527
C 6.0442 -14.4027 17.3371
C 6.7839 -14.6232 15.9802
C 7.0068 -13.4501 15.1130
O 8.3541 -13.5796 14.6542
C 8.9208 -14.4797 15.4291
O 10.1186 -14.7439 15.3685
O 8.0164 -15.0716 16.1949
H 6.6924 -13.8890 18.0471
H 5.7982 -15.3004 17.9043
H 5.1829 -13.7351 17.3127
H 6.3238 -15.3582 15.3197
H 6.9184 -12.5516 15.7237
H 6.3193 -13.5025 14.2687
C 9.1829 -19.7380 19.2875
C 9.2319 -21.1190 18.6297
C 10.6416 -21.6926 18.5065
O 10.5422 -22.8212 19.3999
C 9.3616 -22.9810 19.9188
O 9.0142 -23.9097 20.7130
O 8.5853 -21.9269 19.5829
H 9.6397 -19.6864 20.2758
H 8.1707 -19.3576 19.4252
H 9.8099 -19.0314 18.7438
H 8.7781 -21.1104 17.6387
H 11.4028 -21.0413 18.9362
H 10.8508 -21.9647 17.4720
C 16.2912 -21.1144 17.0805
C 15.5342 -22.3164 17.7006
C 14.4618 -22.9105 16.8767
O 14.7115 -24.3046 17.0800
C 15.9869 -24.4856 17.4319
O 16.6138 -25.5132 17.2741
O 16.4868 -23.3123 17.8602
H 16.9681 -20.6406 17.7914
H 15.6009 -20.3014 16.8551
H 16.8520 -21.2654 16.1582
H 15.1342 -22.1034 18.6920
H 14.5521 -22.6943 15.8122
H 13.4838 -22.6590 17.2872
C 11.1887 -13.6428 11.9373
C 12.7104 -14.0169 11.8657
C 13.0641 -15.4017 12.4346
O 13.7946 -16.0276 11.4345
C 13.8509 -15.2489 10.3929
O 14.3826 -15.5695 9.3312
O 13.1144 -14.1382 10.5414
H 10.9136 -13.3670 12.9553
H 10.4825 -14.3917 11.5786
H 11.0407 -12.7244 11.3691
H 13.3671 -13.3069 12.3686
H 12.1412 -15.9225 12.6896
H 13.6189 -15.2807 13.3651
```

Summary:
SMILES = C[C@H]1COC(=O)O1.C[C@H]1COC(=O)O1.C[C@H]1COC(=O)O1.C[C@H]1COC(=O)O1.C[C@H]1COC(=O)O1.C[C@H]1COC(=O)O1.C[C@H]1COC(=O)O1.C[C@H]1COC(=O)O1
HOMO-LUMO gap = 0.37265 Ha
LUMO level = -0.0500 eV


The winner here is w, beating the second structure by 60.4 kcal/mol.


--- w ---
2 unconnected molecules or ions with the total composition C2H4O2S2, computed with ωB97M-V with the def2-TZVPD basis set.

Structure (XYZ):
```
10
C2H4O2S2 | the OMol25 dataset | ωB97M-V with the def2-TZVPD basis set
C 0.2025 0.3424 -0.3463
C -1.1297 0.5642 -0.5755
O 2.8780 -1.6061 -0.7139
O 3.2163 1.3963 -0.2942
S 3.9082 -1.3553 0.2807
S 4.1654 0.6530 0.5366
H 0.8503 1.0523 0.3515
H 0.8633 -0.3613 -0.9378
H -1.8107 -0.2106 -0.8706
H -1.6069 1.4176 -0.1484
```

Summary:
HOMO-LUMO gap (spin up / spin down) = 0.27695 / 0.27712 Ha
LUMO level (spin up / spin down) = -1.8486 / -1.8427 eV


--- x ---
A single C2H4O2S2 molecule, computed with ωB97M-V with the def2-TZVPD basis set.

Structure (XYZ):
```
10
C2H4O2S2 | the OMol25 dataset | ωB97M-V with the def2-TZVPD basis set
C 0.2466 -0.7444 0.3636
C -0.9516 -0.1969 -0.4615
O 2.8509 -0.4705 0.8015
O 1.6175 1.1717 -0.7475
S -2.2068 0.5944 0.7835
S 1.7359 -0.1070 0.0029
H 0.3020 -1.6375 0.8502
H -0.4044 0.4932 -1.1165
H -1.5433 -0.9715 -1.0676
H -1.6468 1.8685 0.5915
```

Summary:
SMILES = O=S(=O)=CCS
HOMO-LUMO gap (spin up / spin down) = 0.31086 / 0.31084 Ha
LUMO level (spin up / spin down) = -1.0060 / -1.0064 eV


--- y ---
A single C2H4O2S2 molecule, computed with ωB97M-V with the def2-TZVPD basis set.

Structure (XYZ):
```
10
C2H4O2S2 | the OMol25 dataset | ωB97M-V with the def2-TZVPD basis set
C 0.3742 1.0372 0.1961
C -0.4319 -0.1465 0.5481
O 0.0162 2.2449 0.4609
O 0.6986 0.9127 -1.2560
S 1.5323 1.9258 1.1917
S 0.5026 -1.6824 0.8970
H -1.1934 -0.2261 -0.3565
H -1.0850 0.0463 1.4082
H 0.8698 1.7837 -1.6619
H 1.2391 -1.2940 -0.2794
```

Summary:
SMILES = O[C@]1(CS)OS1
HOMO-LUMO gap = 0.33976 Ha
LUMO level = -0.0229 eV


The winner here is y, beating the second structure by 12.1 kcal/mol.


--- w ---
2 unconnected molecules or ions with the total composition C4H11N2OS, computed with ωB97M-V with the def2-TZVPD basis set.

Structure (XYZ):
```
19
C4H11N2OS | the OMol25 dataset | ωB97M-V with the def2-TZVPD basis set
C -0.6709 -0.7586 -0.5264
N -1.9102 -0.1418 -0.1033
C -2.0376 0.0600 1.3990
O -1.3880 -0.8229 2.1291
C 0.5494 0.2247 -0.4677
C 1.1687 0.2920 0.9147
S 3.7303 1.6206 -2.0118
N 1.5280 -0.2122 -1.4109
H -0.7465 -0.9690 -1.6055
H -0.4678 -1.6786 0.0311
H -2.7174 -0.6274 -0.4645
H -3.1488 0.0608 1.5452
H -1.7229 1.1338 1.5243
H 0.1412 1.1601 -0.8654
H 1.3069 -0.6986 1.3288
H 0.4854 0.8302 1.5710
H 2.1030 0.8384 0.8757
H 2.4465 0.2323 -1.5100
H 1.3508 -0.5439 -2.3533
```

Summary:
HOMO-LUMO gap = 0.09962 Ha
LUMO level = -0.2958 eV
charge = -1


--- x ---
2 unconnected molecules or ions with the total composition C4H11N2OS, computed with ωB97M-V with the def2-TZVPD basis set.

Structure (XYZ):
```
19
C4H11N2OS | the OMol25 dataset | ωB97M-V with the def2-TZVPD basis set
C -1.8724 -1.3349 -0.5544
C -1.7198 0.1416 -0.9237
S -0.2359 0.4463 -1.9333
N -0.8199 -2.0339 0.1576
H -1.9938 -1.8967 -1.5065
H -2.8406 -1.4493 0.0653
H -1.6581 0.7282 0.0388
H -2.5779 0.5387 -1.5166
H -0.7571 -1.6616 1.1228
H 0.0761 -1.8640 -0.3666
C 2.4427 0.2036 0.3352
C 1.4595 1.0519 1.1416
N 0.7413 2.0484 0.4608
O 1.3063 0.8682 2.3597
H 1.9102 -0.2282 -0.5494
H 2.8156 -0.6093 0.9783
H 3.2727 0.7809 0.0341
H 0.3396 1.7724 -0.4860
H 0.1114 2.4978 1.1424
```

Summary:
HOMO-LUMO gap = 0.26216 Ha
LUMO level = 3.9113 eV
charge = -1


The winner here is x, beating the second structure by 134.9 kcal/mol.